{
  "formula": "C3H3NO3",
  "method": "the ωB97M-V functional and the def2-TZVPD basis",
  "smiles": "C=CC(=O)[N+](=O)[O-]",
  "total_energy_ha": -396.435734,
  "homo_energy_ev": -10.120,
  "de_lowest_kcal_mol": 118.41,
  "lumo_energy_ev": -0.65,
  "gap_ev": 9.47,
  "symbols": ["C", "C", "C", "O", "N", "O", "O", "H", "H", "H"],
  "xyz": [[0.109, 0.100, -0.539], [-0.491, 0.247, 0.687], [-1.958, 0.241, 0.718], [-2.774, -0.435, 0.252], [-2.714, 1.373, 1.762], [-3.915, 1.450, 1.618], [-1.905, 1.880, 2.497], [-0.590, -0.060, -1.256], [1.212, -0.004, -0.715], [0.060, 0.400, 1.550]],
  "atomic_forces_ev_per_a": [[1.01, -0.10, 4.14], [0.86, -0.08, -3.32], [-0.82, 1.35, 1.82], [-0.49, -1.29, -1.46], [1.09, -1.85, -2.13], [1.39, 0.62, 1.00], [-0.95, 0.96, 0.85], [-1.39, -0.39, -2.84], [-1.40, 0.38, 0.28], [0.69, 0.39, 1.66]]
}